The following is a quantum chemistry calculation of the ion C14H13O with charge +1 at a distorted geometry, from the OMol25 dataset.

Structure (XYZ):
```
28
Properties=species:S:1:pos:R:3:nbo_charge:R:1
C -3.772 0.804 -0.066 -0.198
C -4.090 -0.567 0.209 -0.135
C -2.487 1.206 -0.351 -0.170
C -3.040 -1.515 0.153 -0.219
C -1.421 0.314 -0.156 -0.123
C -1.777 -1.072 0.067 0.035
C 2.420 0.729 0.130 -0.248
C 0.041 0.481 -0.138 0.055
C 1.153 1.294 0.028 0.008
C 2.764 -0.568 0.062 0.336
C 0.613 -1.312 -0.048 0.629
C -0.634 -2.111 -0.120 -0.550
C 1.030 2.826 -0.038 -0.650
C 4.098 -1.139 0.223 -0.676
O 1.818 -1.568 0.036 -0.358
H -4.488 1.605 -0.116 0.236
H -5.000 -0.815 0.594 0.224
H -2.317 2.149 -0.892 0.234
H -3.351 -2.563 0.366 0.238
H 3.219 1.445 0.356 0.256
H -0.852 -2.825 0.637 0.284
H -0.583 -2.417 -1.134 0.286
H 1.814 3.293 0.621 0.238
H 0.063 3.256 0.261 0.248
H 1.346 3.092 -1.103 0.251
H 4.287 -1.604 -0.785 0.248
H 4.276 -2.022 0.804 0.264
H 4.870 -0.396 0.398 0.255
```

The energy above the lowest of the compared OMol25 structures with the same formula, charge and spin comes out at 48.5 kcal per mole. Its HOMO energy (spin up / spin down) is -11.9 / -11.9 eV. The value obtained for the HOMO-LUMO gap (spin up / spin down) is 0.2870 / 0.2869 Eh. The strongest force on any atom is 7.45 eV Å⁻¹. The net charge is +1.

***

The following is a quantum chemistry calculation of a structure of composition C14H14AsCl3F6GeIN2O9P2Sr at a distorted geometry, from the OMol25 dataset.

Structure (XYZ):
```
54
Properties=species:S:1:pos:R:3:nbo_charge:R:1
Sr -1.173 0.787 -0.542 1.781
C 1.987 0.865 -3.267 -0.644
C 2.848 0.102 -2.308 0.157
N 4.073 -0.207 -2.656 -0.420
C 4.866 -0.858 -1.778 -0.043
C 4.477 -1.155 -0.498 -0.053
C 5.444 -1.751 0.486 -0.079
O 4.959 -2.919 1.147 -0.724
C 3.164 -0.842 -0.100 -0.242
C 2.763 -0.766 1.296 0.144
N 1.595 -1.078 1.696 -0.451
C 1.075 -0.548 2.862 0.196
C 0.656 -1.391 3.899 -0.249
C 0.045 -0.887 5.029 -0.196
C -0.177 0.480 5.158 -0.248
C 0.207 1.331 4.136 -0.231
C 0.825 0.827 2.995 -0.240
I 1.220 2.167 1.422 0.177
C 2.266 -0.261 -1.037 0.406
O 1.072 0.069 -0.750 -0.865
H 2.559 1.108 -4.161 0.218
H 1.617 1.784 -2.805 0.210
H 1.100 0.288 -3.538 0.238
H 5.855 -1.128 -2.132 0.174
H 5.722 -0.994 1.232 0.156
H 6.356 -2.051 -0.031 0.182
H 4.007 -2.830 1.261 0.474
H 3.473 -0.284 1.988 0.157
H 0.818 -2.454 3.778 0.225
H -0.270 -1.565 5.812 0.211
H -0.658 0.879 6.041 0.211
H 0.036 2.396 4.219 0.222
O -4.323 3.077 0.237 -1.005
P -3.441 3.494 -1.074 2.549
O -3.655 4.886 -1.443 -1.081
O -2.135 2.822 -0.792 -1.246
O -4.132 2.448 -2.196 -1.097
P -3.178 1.341 -2.812 2.592
O -4.098 0.426 -3.675 -0.979
O -1.979 1.855 -3.450 -1.025
O -2.984 0.355 -1.414 -1.294
H -5.236 3.380 0.162 0.515
H -4.616 -0.227 -3.175 0.542
F -1.081 -0.682 -2.354 -0.653
As -2.394 -1.920 -1.706 2.803
F -2.613 -2.279 -3.374 -0.598
F -4.168 -1.571 -1.759 -0.627
F -3.002 -3.297 -0.832 -0.615
F -1.729 -1.382 -0.070 -0.644
F -0.958 -2.909 -1.779 -0.622
Cl -6.036 0.812 -0.462 -0.328
Ge -4.034 0.445 0.191 1.608
Cl -2.541 1.142 1.631 -0.333
Cl -4.468 -1.330 1.290 -0.314
```

The energy above the lowest of the compared OMol25 structures with the same formula, charge and spin comes out at 177.5 kcal per mole. Its HOMO energy is -4.9 eV. The value obtained for the HOMO-LUMO gap is 0.1849 Eh. The strongest force on any atom is 9.56 eV Å⁻¹. The net charge is -1.

***

The following is a quantum chemistry calculation of a structure of composition C14H14BF9N6OPb at a distorted geometry, from the OMol25 dataset.

Structure (XYZ):
```
46
Properties=species:S:1:pos:R:3:lowdin_charge:R:1
C 0.863 -1.995 2.211 -0.019
N 1.151 -1.196 1.177 -0.189
N 2.462 -1.134 0.815 0.029
C 3.059 -1.955 1.665 0.050
C 2.094 -2.505 2.544 0.045
B 3.078 -0.223 -0.314 -0.456
N 2.333 -0.416 -1.668 -0.008
N 0.963 -0.414 -1.768 -0.111
C 0.600 -0.590 -3.052 -0.064
C 1.767 -0.748 -3.792 0.018
C 2.831 -0.636 -2.887 0.014
Pb -0.017 -0.006 0.133 1.685
N 3.049 1.283 0.103 -0.064
N 1.885 1.951 0.386 -0.017
C 2.253 3.195 0.772 -0.085
C 3.660 3.321 0.743 -0.007
C 4.121 2.081 0.307 -0.027
H 1.517 3.936 1.052 0.123
H 5.116 1.699 0.125 0.139
H 4.262 4.176 0.991 0.115
H 4.191 -0.570 -0.428 0.132
H 3.895 -0.698 -3.009 0.148
H 4.093 -2.070 1.572 0.141
H 1.841 -0.926 -4.840 0.120
H 2.267 -3.180 3.317 0.113
H -0.442 -0.614 -3.327 0.133
H -0.153 -2.085 2.544 0.142
H -0.187 1.786 -0.459 -0.014
C -1.178 1.447 -0.874 -0.054
H -1.197 1.262 -1.960 0.092
H -1.845 0.051 -0.595 0.091
H -2.024 1.812 -0.283 0.071
F -4.102 0.747 -1.523 0.167
C -4.334 -0.404 -0.839 -0.507
F -5.650 -0.576 -0.704 0.223
F -3.821 -1.406 -1.594 0.175
C -3.683 -0.367 0.546 -0.206
O -2.288 -0.355 0.477 -0.209
C -4.149 0.822 1.430 -0.495
F -5.448 0.662 1.727 0.206
F -3.432 0.909 2.568 0.182
F -4.000 2.013 0.783 0.158
C -3.829 -1.711 1.311 -0.517
F -5.119 -1.961 1.537 0.207
F -3.292 -2.730 0.591 0.165
F -3.158 -1.682 2.490 0.166
```

The energy above the lowest of the compared OMol25 structures with the same formula, charge and spin comes out at 66.1 kcal per mole. Its HOMO energy is -15.7 eV. The value obtained for the HOMO-LUMO gap is 0.2467 Eh. The strongest force on any atom is 4.31 eV Å⁻¹. The net charge is +2.

***

The following is a quantum chemistry calculation of a structure of composition C14H14BiI2N4O4STe, from the OMol25 dataset.

Structure (XYZ):
```
41
Properties=species:S:1:pos:R:3:nbo_charge:R:1
Bi 0.914 0.534 -0.021 2.027
I 0.418 3.609 6.689 0.091
C 1.013 2.420 5.077 -0.195
C 2.260 2.608 4.506 -0.267
C 2.636 1.813 3.437 -0.245
I 4.508 2.100 2.565 0.124
C 1.806 0.808 2.896 0.389
O 2.180 0.060 1.896 -0.856
C 0.528 0.661 3.502 -0.125
C -0.406 -0.376 2.942 -0.250
N -1.022 0.057 1.675 -0.728
C -2.119 0.996 1.854 -0.266
C -2.144 2.152 0.878 0.246
C -3.031 3.211 1.071 -0.251
C -3.058 4.236 0.147 -0.158
C -2.204 4.191 -0.948 -0.270
C -1.350 3.112 -1.059 0.055
N -1.327 2.121 -0.166 -0.475
C 0.155 1.451 4.578 -0.230
H 2.935 3.364 4.883 0.228
H 0.157 -1.286 2.728 0.238
H -1.175 -0.628 3.683 0.181
H -1.378 -0.793 1.153 0.452
H -3.076 0.466 1.754 0.215
H -2.100 1.415 2.864 0.208
H -3.681 3.220 1.936 0.216
H -3.736 5.071 0.278 0.212
H -2.196 4.976 -1.691 0.218
H -0.647 3.013 -1.881 0.218
H -0.815 1.295 5.035 0.212
O -0.872 -3.172 0.540 -0.623
N -1.768 -2.130 0.155 -0.714
Te -1.070 -1.644 -1.651 0.676
O 1.348 -3.984 -0.178 -0.963
S 0.816 -2.797 0.483 1.605
N 0.763 -1.529 -0.557 -1.438
C 2.357 0.238 -2.898 -0.235
O 1.545 0.973 -2.027 -0.983
H 1.933 -0.747 -3.129 0.160
H 3.363 0.067 -2.490 0.147
H 2.477 0.781 -3.844 0.151
```

The energy above the lowest of the compared OMol25 structures with the same formula, charge and spin comes out at 28.1 kcal per mole. Its HOMO energy is -4.1 eV. The value obtained for the HOMO-LUMO gap is 0.2254 Eh. The strongest force on any atom is 0.22 eV Å⁻¹. The net charge is -1.

***

The following is a quantum chemistry calculation of a structure of composition C14H14BrGaNO2 at a distorted geometry, from the OMol25 dataset.

Structure (XYZ):
```
33
Properties=species:S:1:pos:R:3:nbo_charge:R:1
C -1.700 -0.214 -3.512 -0.334
C -2.014 1.147 -3.219 -0.317
C -2.517 1.213 -1.889 -0.375
C -2.504 -0.105 -1.348 -0.370
C -2.006 -0.995 -2.356 -0.381
Ga -0.022 0.364 -1.421 1.721
N 1.266 -0.566 -2.277 -1.265
C 1.816 1.085 -2.355 -0.324
C 0.734 2.142 -2.471 -0.849
H -2.988 2.087 -1.422 0.207
H -1.965 1.975 -3.934 0.200
H -3.031 -0.423 -0.439 0.213
H -2.015 -2.092 -2.304 0.212
H -1.358 -0.603 -4.478 0.207
H 0.424 2.465 -3.483 0.213
H 2.360 1.017 -3.281 0.193
H 1.677 -1.490 -2.075 0.384
H 0.621 2.988 -1.750 0.216
H 2.470 1.374 -1.529 0.217
Br -2.091 -1.067 2.218 0.125
C -0.421 -1.024 3.044 -0.095
C -0.353 -1.486 4.363 -0.251
C 0.858 -1.486 5.083 -0.210
C 2.031 -1.004 4.478 -0.221
C 1.975 -0.542 3.162 -0.198
C 0.779 -0.524 2.443 -0.090
C 0.858 0.056 1.052 0.753
O 1.954 0.410 0.584 -0.642
O -0.318 0.146 0.475 -0.823
H -1.262 -1.859 4.846 0.219
H 0.871 -1.862 6.111 0.208
H 2.994 -0.989 5.025 0.207
H 2.878 -0.137 2.660 0.249
```

The energy above the lowest of the compared OMol25 structures with the same formula, charge and spin comes out at 54.8 kcal per mole. Its HOMO energy is -3.5 eV. The value obtained for the HOMO-LUMO gap is 0.2320 Eh. The strongest force on any atom is 2.99 eV Å⁻¹. The net charge is -1.

***

The following is a quantum chemistry calculation of a structure of composition C14H14BrHoNO2 at a distorted geometry, from the OMol25 dataset.

Structure (XYZ):
```
33
Properties=species:S:1:pos:R:3:nbo_charge:R:1
C -1.039 0.701 -3.534 -0.298
C 0.339 0.592 -3.882 -0.336
C 1.074 1.466 -3.012 -0.410
C 0.122 2.126 -2.145 -0.383
C -1.184 1.647 -2.495 -0.353
Ho 0.213 -0.322 -1.383 1.715
N -1.523 -1.763 -1.584 -1.122
C -0.816 -2.798 -2.209 -0.310
C 0.652 -2.557 -2.459 -0.988
H 2.162 1.641 -3.037 0.225
H 0.770 -0.025 -4.669 0.228
H 0.361 2.905 -1.407 0.231
H -2.119 2.026 -2.103 0.222
H -1.850 0.193 -4.044 0.228
H 0.976 -2.315 -3.497 0.188
H -1.176 -3.445 -3.057 0.154
H -2.543 -1.957 -1.596 0.344
H 1.544 -2.684 -1.787 0.190
H -0.962 -3.141 -1.120 0.217
Br -0.213 3.056 1.956 0.055
C 0.317 1.666 3.184 -0.037
C 0.275 1.916 4.557 -0.240
C 0.321 0.846 5.441 -0.214
C 0.375 -0.480 4.947 -0.222
C 0.412 -0.714 3.561 -0.161
C 0.548 0.382 2.690 -0.149
C 0.643 0.163 1.216 0.747
O -0.236 -0.726 0.841 -0.712
O 1.450 0.735 0.430 -0.693
H 0.130 2.912 4.907 0.219
H 0.287 1.012 6.503 0.209
H 0.343 -1.343 5.638 0.212
H 0.349 -1.713 3.149 0.243
```

As for the multiplicity: 5. The energy above the lowest of the compared OMol25 structures with the same formula, charge and spin comes out at 3.6 kcal per mole. Its HOMO energy (spin up / spin down) is -1.8 / -1.8 eV. The value obtained for the HOMO-LUMO gap (spin up / spin down) is 0.1626 / 0.1638 Eh. The strongest force on any atom is 6.75 eV Å⁻¹. The net charge is -1.